(1)
Density functional theory data (ωB97M-V/def2-TZVPD) for 2 unconnected molecules or ions with the total composition C6H12IN.

Structure (ORCA input):
```
! RIJCOSX wB97M-V def2-TZVPD def2/J DEFGRID3
* xyz 0 1
C -0.302 -0.288 0.623
C -1.740 1.923 1.016
C -0.716 1.230 -1.161
C 1.791 -2.502 0.011
C -0.504 1.257 0.359
C 1.629 -1.118 -0.550
N -1.143 -1.167 0.867
I 3.133 0.312 -0.052
H -1.565 2.871 0.505
H -1.761 2.043 2.096
H -2.787 1.526 0.774
H 0.139 0.792 -1.716
H -0.901 2.332 -1.520
H -1.714 0.701 -1.317
H 1.581 -2.466 1.174
H 2.845 -2.913 -0.249
H 1.072 -3.153 -0.577
H 0.400 1.798 0.636
H 1.435 -1.029 -1.680
H -0.891 -2.149 0.759
*
```

The relative energy (zero: lowest compared OMol25 entry of this formula, charge and spin) comes out at 2.7389 eV. As for the HOMO-LUMO gap (alpha / beta): 8.0 / 8.0 eV. The HOMO energy (alpha / beta) is -7.676 / -7.676 eV. Its electronic energy is -588.117574 hartree. The LUMO energy (alpha / beta) is 0.319 / 0.320 eV.

Atom charges from the natural (NBO) analysis, given in e for atoms 1 to 6:
1 C 0.476
2 C -0.610
3 C -0.602
4 C -0.718
5 C -0.321
6 C -0.440

---

(2)
Density functional theory data (ωB97M-V/def2-TZVPD) for 2 unconnected molecules or ions with the total composition C6H12N.

Structure (ORCA input):
```
! RIJCOSX wB97M-V def2-TZVPD def2/J DEFGRID3
* xyz 1 1
C -0.856 -2.600 1.050
C 0.185 -2.745 0.177
C 0.655 0.898 -0.742
C 0.246 1.093 0.654
C 0.273 1.931 -1.861
C 0.366 1.597 1.845
N -0.589 0.275 -0.239
H -0.554 -2.708 2.058
H -1.906 -2.556 0.803
H 1.150 -2.700 0.372
H 1.604 0.341 -0.948
H -0.590 2.624 -1.607
H 0.023 1.235 -2.666
H 1.145 2.492 -2.098
H -0.324 1.691 2.629
H 1.298 2.025 2.091
H -0.142 -2.883 -0.905
H -1.411 0.752 -0.643
H -0.573 -0.761 0.032
*
```

The relative energy (zero: lowest compared OMol25 entry of this formula, charge and spin) comes out at 3.7795 eV. As for the HOMO-LUMO gap: 11.3 eV. The HOMO energy is -14.316 eV. Its electronic energy is -290.183016 hartree. The LUMO energy is -3.056 eV.

Atom charges from the natural (NBO) analysis, given in e for atoms 1 to 6:
1 C -0.393
2 C -0.373
3 C -0.066
4 C 0.128
5 C -0.618
6 C -0.319

---

(3)
Density functional theory data (ωB97M-V/def2-TZVPD) for a gas-phase ion, C6H12N (charge +1).

Structure (ORCA input):
```
! RIJCOSX wB97M-V def2-TZVPD def2/J DEFGRID3
* xyz 1 1
C 1.810 -0.782 -0.201
C 0.998 -1.805 -0.496
C 0.888 0.210 0.534
C -0.499 -0.475 0.083
C 1.095 1.752 0.360
C -1.101 0.199 -1.140
N -1.672 -0.804 0.950
H 2.777 -0.420 -0.327
H 0.984 -2.555 -1.248
H 1.061 0.024 1.540
H 1.347 2.142 1.310
H 0.116 2.135 0.204
H 1.790 1.895 -0.436
H -1.590 -0.495 -1.816
H -0.393 0.866 -1.768
H -1.836 0.967 -0.745
H -1.508 -1.727 1.382
H -2.366 -1.050 0.248
H -1.900 -0.077 1.565
*
```

The relative energy (zero: lowest compared OMol25 entry of this formula, charge and spin) comes out at 4.4389 eV. As for the HOMO-LUMO gap: 10.0 eV. The HOMO energy is -13.602 eV. Its electronic energy is -290.158782 hartree. The LUMO energy is -3.558 eV.

Atom charges from the natural (NBO) analysis, given in e for atoms 1 to 6:
1 C -0.177
2 C -0.102
3 C -0.252
4 C 0.127
5 C -0.617
6 C -0.701

---

(4)
Density functional theory data (ωB97M-V/def2-TZVPD) for a gas-phase ion, C6H12N (charge +1).

Structure (ORCA input):
```
! RIJCOSX wB97M-V def2-TZVPD def2/J DEFGRID3
* xyz 1 1
C 1.134 -1.978 0.390
C 0.587 -0.844 -0.010
C 0.682 0.449 -0.741
C 1.689 1.493 -0.229
C -0.582 -0.018 0.047
C -1.216 0.603 1.324
N -1.813 -0.501 -0.796
H 0.582 -2.666 0.972
H 2.116 -2.259 0.054
H 0.758 0.395 -1.836
H 1.442 2.511 -0.313
H 2.528 1.309 -0.852
H 2.154 1.204 0.725
H -2.118 1.179 0.879
H -0.427 1.160 1.776
H -1.500 -0.288 1.916
H -2.398 0.347 -1.070
H -2.326 -1.305 -0.603
H -1.291 -0.791 -1.635
*
```

The relative energy (zero: lowest compared OMol25 entry of this formula, charge and spin) comes out at 2.6581 eV. As for the HOMO-LUMO gap: 10.7 eV. The SMILES is C=C1[C@H](C)[C@@]1(C)[NH3+]. The HOMO energy is -14.256 eV. Its electronic energy is -290.224227 hartree. The LUMO energy is -3.528 eV.

Atom charges from the natural (NBO) analysis, given in e for atoms 1 to 6:
1 C -0.289
2 C -0.076
3 C -0.249
4 C -0.618
5 C 0.105
6 C -0.599

---

Max |F|, record by record: 2.73; 7.77; 5.53; 5.10 eV Å⁻¹